# C27H83O12PS11Si

A 12-piece molecular cluster, C27H83O12PS11Si overall (ωB97M-V with the def2-TZVPD basis set, OMol25).

Positions of all 135 atoms, in Å:
C (-9.53023, 3.02414, -0.06602)
Si (-8.25510, 4.06688, -0.96301)
C (-7.50501, 3.10763, -2.40297)
C (-9.07456, 5.60126, -1.66948)
O (-7.09958, 4.47717, 0.18142)
C (-6.16430, 3.42072, 0.40524)
C (-5.71763, 3.28006, 1.82751)
P (-5.11480, 1.45668, 1.95726)
H (-9.74189, 3.54694, 0.85226)
H (-10.46131, 2.95029, -0.59842)
H (-9.13359, 2.06405, 0.21437)
H (-8.19298, 3.11876, -3.22572)
H (-6.61191, 3.59695, -2.72026)
H (-7.28967, 2.10185, -2.09627)
H (-8.64749, 6.52983, -1.33400)
H (-10.13084, 5.57275, -1.48540)
H (-8.97020, 5.58747, -2.74044)
H (-5.29320, 3.61210, -0.20071)
H (-6.59192, 2.46464, 0.12501)
H (-4.85911, 3.88629, 2.05668)
H (-6.51007, 3.43363, 2.54280)
H (-6.47557, 1.02127, 1.89611)
H (-4.42146, 1.62683, 0.73055)
H (-4.44210, 1.70409, 3.19044)
H (-4.69059, 0.06637, 1.97358)
C (-0.44749, 1.98730, -0.04040)
S (-1.50660, 0.81182, -0.87758)
O (-2.56253, 0.38901, 0.09687)
C (-0.31170, -0.51561, -0.97647)
H (-1.02307, 2.89372, 0.14626)
H (-0.11043, 1.56568, 0.90838)
H (0.40477, 2.22296, -0.67857)
H (0.02098, -0.78997, 0.02271)
H (0.53265, -0.19426, -1.58414)
H (-0.78445, -1.36776, -1.44622)
C (3.81519, 5.15381, -1.68281)
S (3.16369, 3.74073, -0.79277)
O (2.24097, 3.02464, -1.71952)
C (2.13719, 4.68531, 0.34455)
H (4.45553, 4.77360, -2.47513)
H (2.99222, 5.72846, -2.10804)
H (4.39958, 5.76969, -1.00019)
H (1.42170, 5.29166, -0.21322)
H (2.77589, 5.31831, 0.96001)
H (1.60302, 3.97987, 0.97700)
C (0.27118, -5.34876, 1.50756)
S (0.05191, -4.51557, -0.06589)
O (0.68358, -3.17043, 0.06994)
C (-1.72522, -4.27871, 0.10080)
H (1.33099, -5.55350, 1.63237)
H (-0.07510, -4.69809, 2.31125)
H (-0.28288, -6.28414, 1.49467)
H (-1.94017, -3.71098, 1.00622)
H (-2.21241, -5.25287, 0.13397)
H (-2.07364, -3.72341, -0.76761)
C (-3.70000, 6.79711, -2.03823)
S (-2.22213, 5.77709, -1.95208)
O (-1.34505, 6.37255, -0.90705)
C (-1.56046, 6.28865, -3.54135)
H (-4.25717, 6.66127, -1.11172)
H (-3.41557, 7.84375, -2.14809)
H (-4.30886, 6.47787, -2.88140)
H (-1.43380, 7.37101, -3.55196)
H (-2.24057, 5.97413, -4.33239)
H (-0.59712, 5.80145, -3.67266)
C (2.51248, -9.01441, -1.12119)
S (0.80320, -8.64251, -1.50609)
O (0.41937, -7.48544, -0.64688)
C (0.11484, -10.11752, -0.74381)
H (3.12453, -8.18756, -1.47205)
H (2.63528, -9.12615, -0.04434)
H (2.80808, -9.92968, -1.63507)
H (0.40326, -10.15144, 0.30638)
H (0.48143, -10.99900, -1.26873)
H (-0.96822, -10.06561, -0.82869)
C (-1.74170, 8.62099, 2.86687)
S (-2.77957, 8.76079, 1.40514)
O (-3.43144, 10.09859, 1.46099)
C (-3.99835, 7.55692, 1.94083)
H (-0.92377, 9.33006, 2.76502)
H (-2.32757, 8.85779, 3.75485)
H (-1.34363, 7.60856, 2.92858)
H (-4.42656, 7.86854, 2.89352)
H (-3.52295, 6.58142, 2.03590)
H (-4.78116, 7.50399, 1.19113)
C (5.83245, -6.89538, 1.19896)
S (5.18551, -8.32510, 2.07331)
O (4.26166, -9.02337, 1.12993)
C (4.16085, -7.39540, 3.21089)
H (6.47617, -7.25440, 0.39895)
H (5.00722, -6.31816, 0.78247)
H (6.41127, -6.28498, 1.89107)
H (3.45641, -6.78242, 2.65757)
H (4.79064, -6.76588, 3.83374)
H (3.62161, -8.10633, 3.83379)
C (3.89498, 0.11024, -2.57412)
S (5.63107, 0.54689, -2.43713)
O (5.69385, 2.01190, -2.19092)
C (6.03402, 0.30079, -4.17222)
H (3.43845, 0.24265, -1.59657)
H (3.40855, 0.76660, -3.29435)
H (3.80850, -0.93235, -2.88059)
H (5.40529, 0.94462, -4.78648)
H (5.87958, -0.74586, -4.43316)
H (7.07987, 0.56271, -4.31424)
C (-2.35137, -3.33265, -4.35532)
S (-0.62313, -2.85673, -4.21949)
O (-0.59275, -1.39244, -3.97465)
C (-0.22332, -3.11027, -5.95429)
H (-2.80941, -3.20872, -3.37687)
H (-2.85161, -2.69076, -5.07992)
H (-2.41522, -4.37702, -4.66001)
H (-0.86714, -2.48555, -6.57287)
H (-0.35532, -4.16244, -6.20536)
H (0.81592, -2.82701, -6.10101)
C (3.43796, -4.52620, 6.43563)
S (2.91802, -3.73234, 4.90749)
O (3.12206, -4.73155, 3.81837)
C (4.28178, -2.57241, 4.81317)
H (2.73437, -5.32539, 6.65745)
H (4.43903, -4.93939, 6.31137)
H (3.42572, -3.79460, 7.24255)
H (5.22417, -3.11701, 4.79197)
H (4.24603, -1.90409, 5.67330)
H (4.17852, -1.99467, 3.90202)
C (8.21437, 0.54994, 2.98933)
S (7.11970, -0.57948, 2.12179)
O (6.05747, -0.98767, 3.08095)
C (8.28975, -1.94073, 2.03439)
H (7.66022, 1.46385, 3.18716)
H (8.53435, 0.10049, 3.92908)
H (9.07439, 0.77288, 2.35895)
H (8.60227, -2.22064, 3.04029)
H (9.14941, -1.63923, 1.43694)
H (7.78875, -2.77927, 1.55668)

Forces on the atoms, in the same order (eV/Å):
0.546 0.657 -0.111
-0.253 0.092 -0.024
-0.492 0.495 1.059
0.487 -0.490 0.107
-0.291 -0.100 -0.648
-0.047 0.742 0.784
0.203 -0.787 0.055
0.112 -0.043 -0.344
-0.151 0.280 0.506
-0.381 -0.329 -0.365
0.009 -0.587 -0.035
-0.451 -0.163 -0.476
0.848 0.277 -0.310
0.197 -0.588 -0.088
0.072 0.408 0.353
-0.617 0.181 0.321
0.144 -0.037 -0.599
0.374 -0.180 -0.504
-0.256 -0.429 -0.436
0.321 0.573 0.206
-0.371 0.208 0.252
-0.063 0.033 -0.009
0.073 -0.149 0.093
-0.013 0.017 -0.015
0.009 -0.040 0.249
0.091 0.072 0.163
-0.059 0.014 -0.252
0.116 -0.024 0.035
0.122 0.147 0.297
-0.060 -0.022 -0.047
-0.047 -0.078 -0.004
-0.012 0.000 -0.068
-0.053 -0.001 0.045
-0.047 0.026 -0.098
-0.062 0.002 -0.068
-0.020 0.068 -0.131
0.208 -0.104 0.205
-0.087 0.042 -0.075
-0.124 0.108 -0.113
0.031 -0.091 0.030
-0.043 -0.025 0.025
0.018 -0.019 0.023
-0.033 -0.024 -0.015
0.037 -0.021 0.011
0.020 -0.050 0.002
-0.081 -0.013 0.128
0.116 -0.017 -0.128
-0.024 0.042 0.100
-0.068 0.018 0.093
0.038 0.030 -0.020
0.034 0.076 -0.045
0.030 -0.055 -0.068
0.035 0.040 -0.007
0.024 -0.028 -0.029
0.029 0.028 -0.020
-0.032 0.105 0.086
-0.044 -0.050 -0.009
0.060 -0.017 0.050
0.047 0.035 -0.080
0.028 -0.050 -0.036
0.051 -0.007 0.035
-0.051 -0.062 -0.036
-0.011 0.009 0.059
-0.004 -0.029 0.000
0.008 -0.051 0.036
-0.175 -0.138 -0.025
0.078 0.006 -0.094
-0.093 -0.170 0.055
-0.037 -0.054 0.068
-0.029 0.059 -0.007
-0.069 0.072 -0.179
-0.015 0.001 -0.035
0.040 0.047 0.002
0.006 -0.002 -0.023
-0.017 0.037 -0.028
0.026 -0.051 0.099
0.048 0.101 -0.161
-0.024 -0.055 0.092
-0.019 -0.105 0.156
-0.006 0.028 -0.054
-0.042 0.026 -0.024
0.015 -0.010 -0.032
0.008 0.043 -0.006
0.031 -0.028 -0.028
-0.065 0.045 -0.094
-0.002 0.064 -0.090
0.013 0.004 0.109
0.263 0.022 0.218
-0.009 -0.198 -0.021
0.009 -0.054 0.005
-0.045 -0.019 0.036
0.004 0.000 0.026
0.002 0.057 -0.037
0.009 0.063 -0.001
0.031 -0.065 -0.017
-0.033 -0.047 -0.071
-0.111 -0.096 0.013
0.050 0.190 0.000
-0.023 -0.033 -0.087
0.017 0.040 0.033
0.012 0.075 0.039
0.024 -0.024 0.034
-0.031 0.030 0.042
0.005 -0.019 0.009
0.024 0.016 0.047
-0.072 -0.021 -0.077
0.070 -0.101 0.100
-0.042 0.033 -0.152
-0.053 -0.021 -0.100
0.029 0.024 0.040
0.029 0.047 0.002
0.016 -0.021 0.025
-0.017 0.037 0.034
0.016 -0.018 0.017
0.030 0.017 0.048
0.030 -0.046 0.044
-0.026 0.111 -0.007
0.051 0.028 0.099
-0.105 -0.070 0.097
-0.040 -0.001 -0.032
0.012 0.020 -0.047
-0.015 0.018 0.010
0.004 -0.037 -0.031
-0.027 0.011 0.009
-0.017 -0.003 -0.070
0.058 0.007 0.086
-0.046 0.041 -0.170
0.167 0.043 0.056
0.075 -0.051 0.037
-0.052 0.009 -0.027
-0.030 -0.036 0.007
-0.009 0.011 -0.034
-0.032 0.028 0.028
-0.002 0.008 -0.028
-0.056 0.015 -0.024

Summary:
Energy above the lowest of the compared OMol25 structures with the same formula, charge and spin ... 0.0 kcal/mol
Energy ... -6991.9097 hartree
Charge ... 0
HOMO ... -7.38 eV
Orbital gap ... 7.66 eV